Density functional theory data (wB97M-V/def2-TZVPD) for one molecule with the formula C23H32N4O3.

```
62
Properties=species:S:1:pos:R:3:lowdin_charge:R:1
C 5.9708 3.5929 0.9247 -0.084
O 5.3537 2.3376 1.0626 -0.090
C 5.6089 1.6012 2.1853 -0.230
C 6.4433 2.0080 3.2162 -0.025
C 6.6399 1.1874 4.3159 -0.091
C 6.0079 -0.0365 4.3906 -0.094
C 5.1723 -0.4431 3.3607 -0.038
C 4.9569 0.3570 2.2539 -0.143
C 4.0708 -0.0283 1.0999 -0.122
C 3.1564 -1.2280 1.3585 -0.107
C 2.2299 -1.4309 0.1728 -0.460
O 2.4464 -2.2979 -0.6555 0.052
N 1.1860 -0.5776 0.0417 -0.050
C 0.6936 0.3791 1.0032 -0.154
C -0.6492 -0.0888 1.5777 -0.102
C -1.6740 -0.4076 0.4835 -0.259
N -2.1941 0.8010 -0.1184 -0.061
N -1.5263 1.9605 -0.0830 0.066
C -2.2651 2.8339 -0.7348 -0.133
C -3.4412 2.2507 -1.2180 0.003
C -3.3604 0.9361 -0.8046 -0.224
N -4.2287 -0.1287 -0.9878 0.162
C -5.4097 -0.0754 -1.6826 -0.470
O -5.8307 0.9352 -2.1922 0.091
C -6.1151 -1.4157 -1.7574 -0.086
C -5.7613 -2.1817 -3.0488 -0.415
C -4.2586 -2.4317 -3.1615 -0.081
C -6.2760 -1.4361 -4.2762 -0.070
C -1.0475 -1.3256 -0.5800 -0.097
C 0.2769 -0.7444 -1.0716 -0.126
H 5.6254 3.9859 -0.0305 0.094
H 5.6750 4.2790 1.7253 0.096
H 7.0620 3.5060 0.9051 0.096
H 6.9482 2.9603 3.1754 0.100
H 7.2931 1.5149 5.1110 0.102
H 6.1618 -0.6787 5.2444 0.099
H 4.6887 -1.4047 3.4293 0.105
H 3.4761 0.8465 0.8256 0.116
H 4.7043 -0.2500 0.2359 0.141
H 3.7557 -2.1358 1.4405 0.124
H 2.5933 -1.0967 2.2831 0.113
H 1.4018 0.5248 1.8149 0.115
H 0.5346 1.3360 0.4961 0.107
H -1.0464 0.6899 2.2287 0.120
H -0.4945 -0.9951 2.1672 0.123
H -2.5227 -0.9240 0.9578 0.145
H -1.9331 3.8473 -0.8384 0.101
H -4.2319 2.7003 -1.7776 0.091
H -3.9452 -1.0166 -0.6021 0.123
H -5.8658 -2.0274 -0.8877 0.117
H -7.1888 -1.2231 -1.7527 0.126
H -6.2669 -3.1531 -2.9932 0.134
H -3.8810 -2.9559 -2.2845 0.074
H -3.7204 -1.4929 -3.2767 0.078
H -4.0489 -3.0467 -4.0335 0.080
H -5.8489 -0.4379 -4.3235 0.076
H -7.3582 -1.3392 -4.2381 0.082
H -6.0097 -1.9725 -5.1840 0.078
H -1.7248 -1.4494 -1.4267 0.101
H -0.8626 -2.3066 -0.1383 0.129
H 0.7456 -1.4184 -1.7903 0.123
H 0.1079 0.2315 -1.5376 0.131
```

## Properties
SMILES string = COc1ccccc1CCC(=O)N1CCC(n2nccc2NC(=O)CC(C)C)CC1
electronic energy = -36474.1005 eV
HOMO level = -8.5 eV
molecular weight = 412.53 g mol⁻¹
energy relative to the best compared isomer or geometry (same formula, charge and spin) = 47.1 kcal per mole
gap between HOMO and LUMO = 0.3281 Ha